No. 1
59
Properties=species:S:1:pos:R:3:mulliken_spin:R:1 method="wB97M-V/def2-TZVPD" e_lumo_ev="-14.16 / -15.94" charge=+4 homo_lumo_gap_ha="0.2280 / 0.1624" spin_multiplicity=2 energy_ha=-1356.3751 de_lowest_kcal_mol=0.0 homo_ev="-20.3640 / -20.3640"
Hf -12.269 -14.605 21.187 0.000
F -14.541 -15.020 21.071 -0.001
C -12.045 -12.239 17.594 0.000
C -11.978 -11.918 19.190 0.000
C -12.137 -10.465 19.490 0.000
O -11.984 -10.245 20.875 0.000
C -12.298 -8.918 21.379 0.000
N -13.006 -12.688 19.913 0.000
H -11.941 -13.276 17.275 0.000
H -11.271 -11.770 16.988 0.000
H -13.042 -12.049 17.196 0.000
H -10.935 -12.084 19.460 0.000
H -13.083 -10.066 19.123 0.000
H -11.355 -10.038 18.863 0.000
H -13.320 -8.649 21.112 0.000
H -11.784 -8.003 21.085 0.000
H -12.447 -9.059 22.450 0.000
H -13.815 -12.758 19.312 0.000
H -13.505 -11.898 20.296 0.000
C -11.125 -12.320 23.432 0.000
C -12.738 -12.103 23.592 0.000
O -13.433 -12.992 22.742 0.000
O -10.859 -12.906 22.147 0.000
H -10.706 -12.920 24.239 0.000
H -10.661 -11.334 23.442 0.000
H -12.948 -11.047 23.422 0.000
H -12.923 -12.305 24.647 0.000
H -14.302 -13.027 23.146 0.000
H -10.064 -12.393 21.990 0.000
C -12.150 -16.401 24.156 0.000
C -10.727 -15.904 24.116 0.000
O -10.454 -15.544 22.723 0.000
O -12.962 -15.469 23.477 0.000
H -12.477 -16.657 25.164 0.000
H -12.146 -17.288 23.523 0.000
H -10.054 -16.715 24.394 0.000
H -10.565 -15.067 24.794 0.000
H -9.498 -15.518 22.649 0.000
H -13.720 -15.335 24.050 0.000
C -12.476 -16.822 18.800 0.000
C -12.698 -17.598 20.045 0.000
O -11.954 -16.939 21.065 0.000
O -12.821 -15.435 18.956 0.000
H -13.039 -17.340 18.023 0.000
H -11.445 -16.802 18.449 0.000
H -12.331 -18.606 19.854 0.000
H -13.764 -17.632 20.270 0.000
H -11.222 -17.538 21.229 0.000
H -13.501 -15.222 18.313 0.000
C -18.920 -16.131 22.327 0.082
C -17.795 -15.182 21.876 0.086
O -17.164 -15.575 20.636 0.136
O -18.403 -17.316 22.960 0.626
H -19.548 -16.465 21.501 0.042
H -19.620 -15.613 22.982 0.000
H -17.084 -15.211 22.702 0.014
H -18.134 -14.149 21.955 0.031
H -16.228 -15.403 20.763 -0.004
H -17.873 -17.730 22.276 -0.011

No. 2
58
Properties=species:S:1:pos:R:3:mulliken_spin:R:1 method="wB97M-V/def2-TZVPD" e_lumo_ev="0.06 / -0.71" homo_lumo_gap_ha="0.2717 / 0.2416" spin_multiplicity=2 energy_ha=-1231.7820 homo_ev="-7.3301 / -7.2801"
Ag -0.233 0.557 0.276 0.103
C -2.443 -0.970 -2.792 0.000
C -2.605 0.377 -2.113 -0.041
O -2.391 0.340 -0.737 0.820
H -3.000 -1.768 -2.300 -0.001
H -1.410 -1.204 -3.030 0.003
H -3.008 -0.884 -3.732 -0.001
H -3.580 0.824 -2.335 0.033
H -1.856 1.098 -2.472 0.060
B -1.882 1.565 2.103 -0.018
H -2.922 1.672 2.611 0.006
H -1.779 2.108 1.075 0.005
H -1.065 1.937 2.856 0.000
H -1.678 0.450 1.851 0.013
C 1.139 0.124 -2.882 0.006
O 0.665 1.021 -1.916 0.003
C 0.965 2.367 -2.249 0.001
C 0.399 3.335 -1.194 -0.005
N 0.447 2.859 0.193 0.003
C 1.854 2.798 0.678 -0.004
C 1.888 2.234 2.101 0.004
O 1.335 0.943 2.091 0.002
C 1.481 0.242 3.289 0.002
H 0.848 -0.881 -2.578 -0.001
H 2.229 0.188 -2.995 0.000
H 0.711 0.252 -3.886 -0.003
H 0.603 2.627 -3.249 0.001
H 2.053 2.497 -2.351 0.000
H -0.656 3.454 -1.461 0.001
H 0.831 4.333 -1.334 0.000
H -0.028 3.531 0.786 0.000
H 2.220 3.832 0.697 0.000
H 2.464 2.173 0.029 0.000
H 1.384 2.867 2.839 0.000
H 2.956 2.162 2.360 0.000
H 2.507 0.287 3.678 0.000
H 1.212 -0.813 3.226 -0.001
H 0.788 0.653 4.035 0.000
C -1.452 -2.665 1.627 0.004
C -2.964 -2.557 1.368 -0.005
O -3.620 -1.540 2.064 0.000
O -0.672 -1.776 0.818 0.006
H -1.137 -3.689 1.392 0.000
H -1.260 -2.538 2.696 0.001
H -3.400 -3.546 1.590 0.001
H -3.124 -2.460 0.294 0.000
H -3.456 -1.669 3.003 0.000
H -0.381 -2.329 0.078 0.000
C 2.362 -2.084 0.125 -0.001
C 2.152 -3.031 -1.060 0.000
O 0.740 -3.347 -1.168 0.000
O 1.969 -0.735 -0.068 -0.001
H 3.444 -2.117 0.318 0.000
H 1.893 -2.472 1.028 0.000
H 2.575 -4.022 -0.883 0.000
H 2.581 -2.538 -1.937 0.000
H 0.584 -3.793 -2.008 0.000
H 2.727 -0.280 -0.445 0.000

No. 3
60
Properties=species:S:1:pos:R:3:mulliken_charge:R:1 method="wB97M-V/def2-TZVPD" e_lumo_ev=-3.81 charge=+1 homo_lumo_gap_ha=0.2610 spin_multiplicity=1 energy_ha=-2181.6048 de_lowest_kcal_mol=0.0 homo_ev=-10.9123
N 1.467 0.593 2.520 -0.258
B 1.099 0.064 1.268 0.476
O 0.182 -0.877 1.043 -0.369
S 1.861 0.792 -0.466 -0.166
P 4.087 0.562 -0.290 0.207
S 5.001 0.565 -1.928 -0.194
H 2.180 1.311 2.523 0.222
H 1.646 -0.050 3.282 0.239
H 0.330 -1.621 0.419 0.443
H 1.729 2.151 -0.361 0.410
H 3.981 -0.610 0.480 0.113
H 4.312 1.575 0.657 0.121
C -4.581 -4.807 -1.941 -0.724
O -4.103 -5.517 -0.817 -0.352
C -3.411 -6.722 -1.123 -0.808
C -1.943 -6.600 -0.775 -0.201
N -1.274 -5.661 -1.664 -0.265
C 0.088 -5.321 -1.292 -0.840
C 0.310 -4.621 0.044 -0.579
O -0.228 -3.299 0.104 -0.488
C -1.608 -3.195 0.455 -0.602
H -5.219 -4.008 -1.567 0.240
H -3.773 -4.367 -2.538 0.303
H -5.175 -5.450 -2.598 0.356
H -3.538 -6.978 -2.179 0.405
H -3.850 -7.523 -0.523 0.401
H -1.470 -7.582 -0.873 0.387
H -1.882 -6.310 0.284 0.158
H -1.829 -4.816 -1.723 0.068
H 0.498 -4.681 -2.078 0.399
H 0.687 -6.237 -1.288 0.416
H 1.387 -4.515 0.192 0.387
H -0.074 -5.204 0.887 0.378
H -1.934 -3.967 1.154 0.297
H -2.262 -3.214 -0.419 0.155
H -1.715 -2.224 0.934 0.352
C -1.965 4.068 0.391 -0.696
O -1.030 4.125 1.454 -0.383
C -0.022 3.144 1.429 -0.664
C 1.343 3.750 1.138 -0.367
N 1.474 4.134 -0.255 -0.267
C 2.676 4.909 -0.576 -0.756
C 2.828 6.280 0.075 -0.574
O 1.884 7.226 -0.370 -0.419
C 0.644 7.239 0.310 -0.522
H -2.758 4.772 0.632 0.262
H -1.524 4.348 -0.572 0.290
H -2.398 3.067 0.298 0.306
H -0.258 2.352 0.702 0.372
H 0.044 2.698 2.423 0.377
H 2.124 3.001 1.336 0.187
H 1.505 4.555 1.865 0.404
H 0.656 4.664 -0.533 0.132
H 2.695 5.049 -1.658 0.417
H 3.556 4.306 -0.318 0.305
H 3.807 6.665 -0.217 0.388
H 2.822 6.221 1.171 0.365
H 0.762 6.972 1.365 0.284
H -0.091 6.564 -0.141 0.174
H 0.250 8.252 0.248 0.301

No. 4
57
Properties=species:S:1:pos:R:3:mulliken_charge:R:1 method="wB97M-V/def2-TZVPD" e_lumo_ev=-4.12 charge=+1 homo_lumo_gap_ha=0.2938 spin_multiplicity=1 energy_ha=-1428.2838 homo_ev=-12.1127
C 0.188 1.437 -4.297 -1.248
C 1.557 1.725 -3.725 0.100
O 1.838 0.733 -2.680 -0.283
S 2.637 1.183 -1.385 0.169
B 1.464 2.290 -0.305 0.869
O 0.319 1.752 0.088 -0.370
O 1.904 3.504 0.064 -0.409
C 1.946 4.504 -0.994 -0.172
C 1.953 5.865 -0.352 -1.302
H -0.512 1.183 -3.508 0.317
H -0.181 2.310 -4.820 0.379
H 0.238 0.604 -4.987 0.343
H 2.313 1.598 -4.490 0.323
H 1.596 2.729 -3.317 0.132
H 3.514 2.115 -1.800 0.225
H 0.188 0.841 -0.241 0.355
H 2.850 4.365 -1.587 0.333
H 1.068 4.394 -1.629 0.342
H 1.082 5.941 0.288 0.246
H 1.925 6.644 -1.101 0.392
H 2.826 5.938 0.287 0.364
C -1.157 -2.368 1.920 -1.094
C 0.000 -2.247 0.957 -0.010
O 0.271 -0.864 0.632 -0.471
H -2.060 -1.925 1.496 0.344
H -1.351 -3.414 2.147 0.288
H -0.938 -1.851 2.856 0.349
H -0.222 -2.752 0.023 0.005
H 0.901 -2.693 1.383 0.203
H 0.477 -0.405 1.453 0.262
C -3.265 5.766 0.245 -1.131
C -2.059 5.874 -0.669 0.180
O -1.617 7.219 -0.823 -0.522
H -4.085 6.368 -0.144 0.296
H -3.601 4.732 0.335 0.321
H -3.026 6.136 1.244 0.337
H -2.305 5.518 -1.669 0.295
H -1.233 5.260 -0.283 -0.094
H -1.392 7.561 0.047 0.313
C -0.478 -6.568 -2.526 -1.139
C -0.522 -5.188 -1.900 -0.176
O -0.289 -5.226 -0.492 -0.444
H -1.217 -7.218 -2.058 0.283
H -0.682 -6.520 -3.596 0.348
H 0.503 -7.026 -2.386 0.345
H -1.506 -4.741 -2.028 0.285
H 0.215 -4.530 -2.378 0.247
H 0.580 -5.612 -0.350 0.263
C -0.769 -5.342 5.714 -1.020
C 0.383 -5.142 4.748 -0.200
O 0.624 -3.760 4.476 -0.471
H -1.679 -4.890 5.319 0.261
H -0.953 -6.402 5.890 0.336
H -0.554 -4.869 6.675 0.323
H 0.159 -5.601 3.786 0.234
H 1.294 -5.604 5.139 0.285
H 0.839 -3.331 5.309 0.266

No. 5
65
Properties=species:S:1:pos:R:3:mulliken_charge:R:1 method="wB97M-V/def2-TZVPD" e_lumo_ev=-6.59 charge=+1 homo_lumo_gap_ha=0.1639 spin_multiplicity=1 energy_ha=-1676.3720 de_lowest_kcal_mol=0.0 homo_ev=-11.0498
Be 2.415 -2.919 -1.288 0.897
N 0.320 -0.664 -0.934 0.846
O 1.454 -0.391 -0.470 -0.795
O -0.657 0.053 -0.764 -0.644
O 0.160 -1.813 -1.474 -0.512
C -1.445 4.932 0.286 -0.813
C -1.067 3.508 -0.057 0.512
O -2.218 2.752 -0.377 -0.616
O -2.059 5.567 -0.817 -0.550
H -0.574 5.505 0.603 0.325
H -2.101 4.890 1.166 0.333
H -0.547 3.077 0.811 -0.113
H -0.362 3.516 -0.897 0.218
H -1.966 1.829 -0.468 0.292
H -2.969 5.262 -0.875 0.344
C 1.711 -1.742 -4.102 -0.406
C 2.827 -0.794 -3.876 -0.469
O 3.151 -0.899 -2.498 -0.370
O 2.146 -2.947 -3.474 -0.352
H 1.498 -1.747 -5.172 0.422
H 0.793 -1.423 -3.608 0.160
H 2.420 0.206 -4.042 0.406
H 3.671 -1.029 -4.524 0.336
H 3.608 -0.099 -2.211 0.286
H 1.876 -3.709 -3.996 0.323
C -4.993 0.653 1.282 -0.498
C -3.983 -0.431 0.996 0.222
O -3.400 -0.127 -0.273 -0.518
O -4.439 1.939 1.499 -0.522
H -5.718 0.442 2.068 0.394
H -5.634 0.746 0.390 0.266
H -4.337 -1.462 1.042 0.315
H -3.191 -0.295 1.740 -0.246
H -2.448 -0.259 -0.252 0.379
H -3.755 2.076 0.823 0.362
C -0.362 -0.832 2.886 0.039
C -0.605 0.629 3.145 0.330
O -0.645 0.956 4.532 -0.599
O -1.533 -1.615 3.153 -0.516
H 0.471 -1.177 3.508 0.449
H -0.102 -0.956 1.825 -0.123
H -1.572 0.922 2.716 0.069
H 0.159 1.294 2.746 -0.243
H -1.354 0.447 4.942 0.348
H -1.241 -2.529 3.121 0.257
C 2.637 2.574 0.724 -0.074
C 2.486 3.602 1.820 -0.433
O 3.770 3.727 2.445 -0.545
O 2.671 1.284 1.327 -0.586
H 3.514 2.712 0.081 0.374
H 1.811 2.644 0.001 0.090
H 1.764 3.290 2.581 0.185
H 2.157 4.563 1.412 0.346
H 3.866 4.634 2.748 0.312
H 2.223 0.653 0.745 0.578
C 0.476 -5.393 -0.836 -0.457
C 1.002 -4.936 -2.144 -0.210
O 2.438 -4.800 -2.024 -0.484
O 0.841 -4.347 -0.001 -0.324
H 0.907 -6.364 -0.576 0.396
H -0.602 -5.505 -0.983 0.380
H 0.541 -3.973 -2.349 0.202
H 0.742 -5.602 -2.967 0.373
H 2.855 -5.622 -1.725 0.370
H 0.495 -4.480 0.890 0.283

No. 6
70
Properties=species:S:1:pos:R:3:mulliken_charge:R:1 method="wB97M-V/def2-TZVPD" e_lumo_ev=0.29 homo_lumo_gap_ha=0.2683 spin_multiplicity=1 energy_ha=-5784.8275 de_lowest_kcal_mol=37.5 homo_ev=-7.0129
Na -0.060 0.827 -1.056 1.038
Br -1.568 2.820 -2.600 -0.838
C -1.959 4.040 1.336 -0.703
O -1.841 3.144 2.404 -0.337
P -2.343 1.645 2.137 -0.014
O -1.522 0.866 1.180 0.725
O -3.957 1.788 1.809 -0.299
C -4.787 0.702 1.490 -0.551
O -2.342 1.022 3.659 -0.324
C -3.123 1.586 4.675 -0.804
H -2.634 4.853 1.604 0.283
H -2.226 3.582 0.384 0.274
H -1.017 4.548 1.127 0.242
H -4.891 0.563 0.414 0.178
H -5.758 0.917 1.936 0.318
H -4.399 -0.248 1.857 0.227
H -4.123 1.152 4.689 0.245
H -3.253 2.663 4.565 0.338
H -2.610 1.392 5.617 0.259
C 2.141 2.110 -4.549 -0.567
O 3.337 1.422 -4.144 -0.328
P 3.166 0.350 -2.960 -0.214
O 1.849 0.304 -2.232 0.251
O 3.779 -1.002 -3.644 -0.258
C 3.069 -1.625 -4.711 -0.694
O 4.313 0.828 -1.988 -0.118
C 5.660 0.753 -2.523 -0.786
H 2.221 3.183 -4.721 0.289
H 1.243 1.957 -3.950 0.160
H 1.830 1.637 -5.481 0.290
H 2.838 -2.671 -4.509 0.248
H 3.740 -1.586 -5.568 0.289
H 2.201 -1.014 -4.958 0.298
H 5.572 0.472 -3.572 0.370
H 6.244 -0.043 -2.061 0.252
H 6.143 1.711 -2.329 0.269
C -3.407 -4.498 -0.794 -0.736
O -2.448 -3.633 -1.334 -0.370
P -2.384 -2.060 -0.811 0.587
O -1.109 -1.330 -1.136 -0.023
O -3.820 -1.545 -1.359 -0.229
C -4.004 -1.046 -2.623 -0.745
O -2.637 -2.186 0.753 -0.167
C -1.620 -2.669 1.596 -0.745
H -4.215 -4.775 -1.472 0.283
H -3.975 -4.053 0.023 0.272
H -2.874 -5.368 -0.413 0.276
H -3.147 -0.750 -3.229 0.315
H -4.611 -0.150 -2.492 0.238
H -4.443 -1.833 -3.235 0.274
H -1.943 -3.461 2.273 0.400
H -1.378 -1.897 2.327 0.054
H -0.724 -3.016 1.081 0.398
C 4.883 1.143 1.277 -0.695
O 3.978 0.035 1.119 -0.374
P 2.379 0.281 1.443 0.998
O 1.725 1.170 0.521 -0.616
O 1.666 -1.173 1.430 0.076
C 2.102 -2.203 2.281 -0.998
O 2.283 0.800 2.983 -0.452
C 0.967 0.744 3.666 -0.318
H 4.624 1.813 2.097 0.314
H 4.781 1.668 0.328 0.222
H 5.898 0.759 1.381 0.259
H 2.886 -1.976 3.003 0.351
H 2.394 -3.018 1.619 0.319
H 1.263 -2.581 2.866 0.299
H 0.460 -0.206 3.505 0.047
H 0.414 1.587 3.251 0.133
H 1.106 0.780 4.747 0.343

No. 7
80
Properties=species:S:1:pos:R:3:mulliken_charge:R:1 method="wB97M-V/def2-TZVPD" e_lumo_ev=-0.24 homo_lumo_gap_ha=0.3118 spin_multiplicity=1 energy_ha=-3331.8904 homo_ev=-8.7239 smiles="CO[C@H](CN)P(O)Cl.C[N+](=O)[O-].C[N+](=O)[O-].C[N+](=O)[O-].C[N+](=O)[O-].C[N+](=O)[O-].C[N+](=O)[O-].C[N+](=O)[O-].C[N+](=O)[O-].C[N+](=O)[O-]"
C 0.078 0.123 2.453 -0.689
O -0.055 -0.063 1.053 -0.261
C -0.105 -1.416 0.613 -0.200
C -1.281 -2.228 1.130 -0.524
N -1.157 -2.701 2.516 -0.383
P 1.601 -2.155 0.856 0.669
O 1.300 -3.660 1.420 -0.666
Cl 1.934 -2.701 -1.110 -0.344
H 0.333 1.169 2.611 0.274
H -0.855 -0.091 2.977 0.261
H 0.872 -0.499 2.874 0.266
H -0.230 -1.339 -0.470 0.390
H -1.426 -3.058 0.444 0.039
H -2.171 -1.598 1.041 0.508
H -1.085 -3.708 2.537 0.208
H -1.959 -2.434 3.068 0.212
H 1.516 -3.674 2.359 0.358
C -0.010 2.267 -1.068 -0.683
N -0.849 3.466 -1.330 0.964
O -1.139 4.179 -0.391 -0.555
O -1.197 3.664 -2.476 -0.561
H 0.208 2.220 -0.010 0.189
H -0.575 1.397 -1.387 0.295
H 0.892 2.375 -1.663 0.324
C 5.302 -0.355 0.852 -0.650
N 5.284 -0.708 2.299 0.931
O 6.320 -1.057 2.822 -0.559
O 4.207 -0.638 2.854 -0.526
H 6.309 -0.478 0.474 0.424
H 4.602 -1.022 0.355 0.078
H 4.962 0.674 0.776 0.271
C 6.283 -0.593 -3.996 -0.630
N 6.235 -0.923 -2.545 0.891
O 7.006 -0.356 -1.802 -0.537
O 5.408 -1.740 -2.186 -0.486
H 7.055 0.152 -4.144 0.314
H 6.506 -1.510 -4.534 0.172
H 5.301 -0.222 -4.272 0.280
C -2.295 -4.494 6.097 -0.725
N -3.185 -4.665 4.915 0.853
O -3.537 -5.785 4.622 -0.521
O -3.496 -3.653 4.319 -0.515
H -2.102 -5.472 6.521 0.305
H -1.385 -4.017 5.745 0.278
H -2.811 -3.844 6.796 0.298
C -3.123 -5.604 -2.511 -0.759
N -2.401 -4.683 -1.590 0.869
O -1.729 -3.799 -2.077 -0.518
O -2.539 -4.881 -0.401 -0.516
H -2.905 -5.304 -3.528 0.310
H -2.769 -6.609 -2.300 0.287
H -4.180 -5.523 -2.280 0.289
C 0.680 6.596 1.111 -0.534
N 2.149 6.355 1.092 0.896
O 2.591 5.627 0.226 -0.533
O 2.809 6.901 1.948 -0.537
H 0.236 6.043 0.293 0.150
H 0.309 6.251 2.071 0.274
H 0.524 7.666 1.009 0.289
C 5.799 -4.713 -3.398 -0.582
N 6.067 -4.232 -4.779 0.880
O 7.215 -3.967 -5.078 -0.514
O 5.111 -4.103 -5.513 -0.538
H 6.742 -4.768 -2.869 0.288
H 5.128 -3.989 -2.946 0.173
H 5.319 -5.685 -3.470 0.297
C -4.386 4.417 -2.741 -0.733
N -5.642 5.145 -2.415 0.869
O -5.552 6.272 -1.973 -0.515
O -6.687 4.558 -2.606 -0.526
H -3.543 5.057 -2.515 0.317
H -4.374 3.515 -2.137 0.282
H -4.426 4.161 -3.796 0.310
C -7.491 5.900 0.670 -0.672
N -7.670 5.626 2.122 0.871
O -6.681 5.381 2.781 -0.526
O -8.804 5.665 2.552 -0.534
H -6.436 5.837 0.437 0.276
H -8.069 5.160 0.124 0.290
H -7.880 6.894 0.476 0.284